Record 1
{
  "formula": "C21H40FINO9S",
  "method": "ωB97M-V/def2-TZVPD",
  "homo_energy_ev": -5.2,
  "charge": -1,
  "elements": ["I", "S", "F", "O", "O", "O", "O", "O", "O", "O", "O", "O", "N", "C", "C", "C", "C", "C", "C", "C", "C", "C", "C", "C", "C", "C", "C", "C", "C", "C", "C", "C", "C", "C", "H", "H", "H", "H", "H", "H", "H", "H", "H", "H", "H", "H", "H", "H", "H", "H", "H", "H", "H", "H", "H", "H", "H", "H", "H", "H", "H", "H", "H", "H", "H", "H", "H", "H", "H", "H", "H", "H", "H", "H"],
  "xyz": [[1.7271, -0.5158, 3.2889], [4.6262, -0.0806, 2.2779], [5.4113, 1.2327, 2.3516], [-2.1740, -4.3505, -2.9303], [1.0399, -1.2576, -4.2922], [4.8758, -0.7990, 3.4756], [0.0610, 0.2320, 0.4358], [2.8289, 2.6241, 1.2504], [2.9944, 2.4138, 3.4934], [-0.1279, -1.1177, 5.9075], [5.0083, -0.7019, 1.0619], [-1.9428, 6.3602, -1.1846], [3.0885, 0.5006, 2.1340], [0.4043, 6.5741, -1.3751], [-0.1013, -2.0906, -4.5038], [-1.9898, -0.1292, 6.9710], [-0.2470, 7.1301, -2.6405], [-2.5410, -4.5098, -0.5963], [-0.0481, 0.7972, -1.8528], [-0.8878, 0.0940, 5.9422], [-1.5134, -5.5308, -2.4660], [0.3377, -0.2900, -0.8604], [1.7940, -3.4934, -4.3611], [0.4253, -3.4131, -5.0362], [0.2334, 2.0622, -1.0420], [-1.3263, -5.3587, -0.9640], [-2.6546, -3.5976, -1.8090], [-0.1909, 1.6361, 0.3552], [-1.6349, 6.5050, -2.5703], [-1.3084, -1.0844, 7.9503], [-0.4791, -1.9497, 7.0086], [2.2355, -2.0346, -4.3762], [-0.7642, 6.5764, -0.3995], [2.9724, 2.0366, 2.3364], [-2.1457, -6.3968, -2.6936], [1.2501, 7.1599, -1.0215], [-0.8566, 7.5443, 0.1062], [2.4980, -4.1548, -4.8641], [0.4314, -2.3311, 7.4718], [-1.6462, 5.5133, -3.0365], [-3.6774, -3.2776, -2.0086], [-1.0611, -2.8008, 6.6348], [-0.2234, 0.9117, 6.2360], [-0.6099, -2.2287, -3.5451], [-0.6879, 5.7966, 0.3571], [-2.3326, 0.7982, 7.4269], [-1.1150, 0.7317, -2.0903], [1.4073, -0.5184, -0.9233], [-1.2690, 0.3050, 4.9437], [-0.5677, -5.6443, -2.9986], [1.3026, 2.2828, -1.0507], [0.2841, 6.8762, -3.5564], [-0.4083, -4.8047, -0.7585], [-2.0289, -2.7064, -1.6922], [-0.6542, -0.5257, 8.6227], [-0.3029, 2.9440, -1.3958], [-0.2315, -4.2472, -4.8006], [-2.8487, -0.6194, 6.5065], [0.5442, -3.3650, -6.1218], [2.7531, -1.7817, -5.3088], [-2.0026, -1.6660, 8.5559], [0.7470, 5.5528, -1.5493], [0.3714, 2.1455, 1.1381], [-2.4029, 7.1182, -3.0446], [-0.3195, 8.2188, -2.5788], [-2.4254, -3.9582, 0.3344], [-0.2233, -1.2186, -1.0002], [1.6803, -3.8371, -3.3301], [-1.2636, 1.8092, 0.5182], [0.5100, 0.7313, -2.7837], [-0.7888, -1.5977, -5.1924], [-1.2757, -6.3083, -0.4343], [-3.4292, -5.1409, -0.5130], [2.8863, -1.7805, -3.5396]],
  "atomic_forces_ev_per_a": [[0.2, 0.0, 0.2], [-1.6, -1.1, -0.4], [0.6, 0.9, 0.1], [0.0, -0.1, 0.1], [0.1, 0.0, -0.1], [0.2, 0.0, 0.6], [-0.2, -0.1, -0.1], [0.3, -0.6, 0.7], [0.0, -0.1, 0.5], [-0.1, -0.1, -0.1], [0.4, -0.1, -0.6], [0.0, 0.0, 0.0], [0.6, -0.7, 0.2], [0.0, -0.1, -0.1], [0.0, 0.0, 0.2], [0.0, -0.1, 0.0], [0.0, 0.1, 0.1], [0.0, -0.1, 0.0], [-0.1, 0.1, -0.1], [0.1, 0.1, 0.1], [-0.1, 0.0, 0.0], [0.2, 0.1, 0.0], [-0.1, 0.0, 0.1], [0.1, 0.0, -0.1], [0.1, 0.0, 0.0], [0.1, 0.1, 0.0], [0.1, 0.1, 0.0], [-0.1, 0.1, 0.1], [0.1, -0.1, 0.0], [0.0, 0.1, 0.0], [-0.1, 0.0, -0.1], [0.0, 0.0, 0.0], [0.0, 0.1, 0.0], [-0.6, 1.5, -1.1], [0.0, 0.0, 0.0], [0.0, 0.0, 0.0], [0.0, 0.0, 0.0], [0.0, 0.0, 0.0], [0.0, 0.0, 0.0], [0.0, 0.0, 0.0], [0.0, 0.0, -0.1], [0.0, 0.0, 0.1], [0.0, 0.0, 0.0], [-0.1, -0.1, 0.0], [0.0, 0.0, 0.0], [0.0, 0.0, 0.0], [0.0, 0.0, 0.0], [0.0, 0.0, 0.0], [0.0, 0.0, 0.0], [0.0, 0.0, 0.0], [0.0, 0.0, 0.1], [0.0, 0.0, 0.0], [0.0, 0.0, 0.0], [0.0, 0.0, 0.0], [0.0, 0.0, 0.0], [-0.1, 0.0, 0.0], [-0.1, 0.0, 0.0], [0.0, 0.0, 0.0], [0.0, 0.0, 0.0], [0.0, -0.1, 0.0], [0.0, 0.0, 0.0], [0.0, 0.0, 0.0], [0.1, -0.1, 0.0], [0.0, 0.0, 0.0], [0.0, 0.0, 0.0], [0.0, 0.0, 0.0], [0.0, 0.0, 0.0], [0.0, 0.0, 0.0], [0.0, 0.0, -0.1], [0.0, 0.0, 0.0], [0.0, 0.1, 0.0], [0.0, 0.0, 0.0], [0.0, 0.0, 0.0], [0.0, 0.1, 0.0]],
  "lowdin_charge": [1.05, 0.42, -0.12, -0.16, -0.15, -0.33, -0.21, -0.03, -0.04, -0.23, -0.28, -0.15, -0.56, -0.16, -0.19, -0.17, -0.17, -0.16, -0.17, -0.22, -0.21, -0.21, -0.16, -0.17, -0.16, -0.16, -0.20, -0.21, -0.22, -0.17, -0.21, -0.20, -0.20, -0.88, 0.12, 0.11, 0.11, 0.11, 0.12, 0.11, 0.12, 0.12, 0.12, 0.10, 0.12, 0.11, 0.11, 0.12, 0.11, 0.10, 0.11, 0.11, 0.12, 0.10, 0.11, 0.10, 0.09, 0.11, 0.11, 0.11, 0.11, 0.11, 0.10, 0.11, 0.11, 0.11, 0.10, 0.11, 0.11, 0.10, 0.12, 0.11, 0.11, 0.12]
}

***

Record 2
{
  "formula": "C24H30F3NO2",
  "method": "ωB97M-V/def2-TZVPD",
  "homo_energy_ev": -8.8,
  "elements": ["F", "F", "F", "O", "O", "N", "C", "C", "C", "C", "C", "C", "C", "C", "C", "C", "C", "C", "C", "C", "C", "C", "C", "C", "C", "C", "C", "C", "C", "C", "H", "H", "H", "H", "H", "H", "H", "H", "H", "H", "H", "H", "H", "H", "H", "H", "H", "H", "H", "H", "H", "H", "H", "H", "H", "H", "H", "H", "H", "H"],
  "xyz": [[0.6689, 2.2303, -3.5305], [3.6580, -2.0636, 0.8737], [-1.1563, -5.7534, 4.5205], [-3.4091, 0.6568, 1.2822], [-0.5453, 0.6817, 0.5940], [1.5649, 0.9048, -0.4513], [0.1087, 0.8584, -0.6309], [-2.5590, 3.3554, -4.6863], [-1.5391, 2.5053, -4.2841], [-0.0904, 4.4137, -3.9631], [-1.9341, -3.6139, 3.9376], [7.0950, -1.7439, -0.1757], [4.7522, -1.6185, 0.2199], [5.7396, -0.1751, -1.3912], [6.9807, -0.7381, -1.1251], [-4.1896, -3.3765, 3.1285], [-4.2491, 1.6937, 0.8301], [1.9699, 1.5540, 0.8136], [-3.3611, -5.5540, 3.7350], [2.0898, 0.5636, 1.9678], [-1.1174, 5.2525, -4.3709], [-2.1536, -4.9709, 4.0628], [-2.8167, -0.1500, 0.2901], [4.6076, -0.6113, -0.7160], [-2.3504, 4.7271, -4.7315], [-0.3238, 3.0545, -3.9301], [-4.3851, -4.7440, 3.2659], [-2.9651, -2.8154, 3.4640], [5.9742, -2.1918, 0.5082], [-1.3840, -0.4457, 0.6839], [-4.0400, 2.5894, 1.4156], [-3.5194, 2.9435, -4.9653], [-3.3432, -1.1104, 0.2254], [2.9600, 1.9794, 0.6343], [-2.8127, -1.7493, 3.3551], [-5.3391, -5.1840, 3.0082], [-4.0803, 1.9336, -0.2206], [-3.4894, -6.6222, 3.8467], [-1.3982, -0.7673, 1.7267], [-0.9516, 6.3207, -4.4073], [-5.3025, 1.4418, 0.9748], [-1.6765, 1.4329, -4.2457], [-0.9731, -3.1972, 4.2080], [-0.1269, 0.0538, -1.3340], [-3.1482, 5.3853, -5.0476], [3.6278, -0.1854, -0.9076], [-2.8401, 0.3284, -0.6931], [1.8779, 1.5378, -1.1804], [2.3904, -0.3943, 1.5557], [2.8203, 0.9123, 2.6972], [5.6502, 0.6132, -2.1271], [-0.2589, 1.7889, -1.0852], [1.3176, 2.3920, 1.0782], [0.8768, 4.8015, -3.6729], [1.1361, 0.4599, 2.4820], [8.0602, -2.1856, 0.0326], [6.0398, -2.9750, 1.2515], [7.8585, -0.3933, -1.6552], [-4.9898, -2.7481, 2.7610], [-1.0063, -1.2887, 0.0977]],
  "atomic_forces_ev_per_a": [[0.1, 0.0, 0.0], [0.1, -0.1, 0.0], [0.0, 0.0, 0.0], [0.1, 0.2, -0.1], [0.1, -0.2, 0.0], [-0.3, 0.5, 0.2], [0.0, 0.2, -0.3], [0.0, 0.1, 0.0], [0.0, -0.1, 0.0], [0.1, 0.0, 0.0], [0.1, 0.1, 0.0], [0.0, 0.0, 0.0], [0.1, 0.1, -0.1], [0.0, -0.1, 0.1], [0.0, 0.0, 0.0], [0.0, 0.0, 0.0], [-0.1, 0.1, 0.2], [0.3, 0.0, 0.0], [0.0, -0.1, 0.0], [-0.3, 0.3, -0.1], [0.0, -0.1, 0.0], [-0.1, 0.1, 0.0], [0.1, -0.3, 0.1], [-0.1, 0.0, -0.1], [0.0, 0.0, 0.0], [-0.1, 0.1, 0.0], [0.0, 0.1, 0.0], [0.0, 0.0, 0.0], [0.0, -0.1, 0.1], [-0.2, -0.2, 0.3], [0.0, 0.0, 0.0], [0.0, 0.0, 0.0], [-0.1, 0.0, -0.1], [0.0, 0.0, -0.1], [0.0, 0.0, 0.0], [0.0, 0.0, 0.0], [0.0, 0.0, -0.1], [0.0, 0.0, 0.0], [0.1, 0.1, 0.1], [0.0, 0.0, 0.0], [-0.1, -0.1, -0.1], [0.0, 0.0, 0.0], [0.0, 0.0, 0.0], [0.0, -0.1, 0.0], [0.0, 0.0, 0.0], [0.0, -0.1, 0.1], [-0.1, 0.1, 0.0], [0.1, -0.2, -0.2], [0.1, -0.1, 0.2], [0.1, -0.1, 0.0], [0.0, 0.0, 0.0], [0.0, 0.1, 0.1], [-0.1, 0.0, 0.0], [0.0, 0.0, 0.0], [0.0, -0.2, 0.0], [0.0, 0.0, 0.0], [0.0, 0.0, 0.0], [0.0, 0.0, 0.0], [0.0, 0.0, 0.0], [0.1, 0.1, -0.1]],
  "lowdin_charge": [0.05, 0.04, 0.06, -0.18, -0.12, -0.05, -0.25, -0.08, -0.02, -0.02, -0.01, -0.09, -0.28, -0.08, -0.10, -0.10, -0.10, -0.27, -0.02, -0.08, -0.08, -0.29, -0.21, -0.01, -0.10, -0.29, -0.09, -0.08, -0.02, -0.19, 0.09, 0.10, 0.12, 0.10, 0.10, 0.10, 0.08, 0.12, 0.11, 0.11, 0.08, 0.12, 0.12, 0.12, 0.10, 0.09, 0.12, 0.09, 0.05, 0.07, 0.10, 0.12, 0.11, 0.12, 0.06, 0.10, 0.12, 0.10, 0.10, 0.13]
}

***

Number 1: LUMO level 2.385 eV. Number 2: LUMO level 0.656 eV.